1.
3 unconnected molecules or ions with the total composition H6O2S. Source: the Open Molecules 2025 dataset; level of theory: ωB97M-V/def2-TZVPD.

As for the expectation value of S²: 0.7505. As for the spin multiplicity: 2. The charge is -1. Its orbital gap (alpha / beta) is 2.78 / 9.74 eV.

Last column: Mulliken spin population.
Cartesian coordinates (Å):
S -0.5735 0.5863 2.0827  0.659
O -1.0269 0.0994 -1.2808  0.569
O 2.3074 -0.3688 -0.1460  0.321
H -1.1478 0.5573 -2.1388  -0.226
H -1.6651 -0.6448 -1.3299  -0.081
H 1.5428 0.2089 -0.2638  -0.043
H 1.9998 -0.9828 0.5207  -0.055
H -1.2029 -0.5467 1.6953  -0.087
H -0.2338 1.0911 0.8606  -0.059



2.
A molecular structure, C3H3O3Tm. Source: the Open Molecules 2025 dataset; level of theory: ωB97M-V/def2-TZVPD.

As for the expectation value of S²: 3.7551. As for the spin multiplicity: 4. The charge is +3. Its orbital gap (alpha / beta) is 8.99 / 6.90 eV.

Last column: Mulliken spin population.
Cartesian coordinates (Å):
Tm 0.3237 -3.6412 1.4606  1.000
O 0.2580 -0.6224 -1.6094  0.259
O -0.9690 0.6354 2.4693  0.017
O -0.4498 -1.5068 1.8783  -0.002
C -0.6400 -0.3360 1.9437  -0.004
C 0.0722 0.4650 -0.8944  1.095
C 0.1361 1.7405 -1.2789  0.520
H 0.7963 -1.2763 -1.1384  -0.009
H 0.5450 2.0008 -2.2605  0.074
H -0.0724 2.5409 -0.5703  0.050



3.
A single C5H8O molecule. Source: the Open Molecules 2025 dataset; level of theory: ωB97M-V/def2-TZVPD.

The charge is 0. Its orbital gap is 9.75 eV.

Last column: natural (NBO) charge in e.
Cartesian coordinates (Å):
O 2.8357 -1.0047 0.1893  -0.532
C 2.6235 0.1049 -0.1987  0.385
C 1.3585 0.6887 -0.0284  -0.356
C 0.2653 -0.0326 0.4019  -0.029
C -1.1178 0.3974 0.3402  -0.459
C -1.9892 -0.6811 -0.2865  -0.593
H 1.3380 1.7198 -0.2811  0.195
H 3.3675 0.7986 -0.6398  0.105
H -1.5299 0.5883 1.3804  0.224
H -2.9910 -0.2754 -0.5474  0.217
H 0.5469 -1.0337 0.6872  0.217
H -1.1341 1.2958 -0.2612  0.210
H -1.5730 -1.1171 -1.2163  0.211
H -2.0004 -1.4488 0.4603  0.207



4.
A molecular structure, C30H36N4O6. Source: the Open Molecules 2025 dataset; level of theory: ωB97M-V/def2-TZVPD.

The charge is 0. Its orbital gap is 6.52 eV.

Last column: Mulliken charge in e.
Cartesian coordinates (Å):
O -3.2970 6.2891 0.0685  -0.529
O 0.4405 3.2921 -2.3692  -0.727
O 1.3109 -3.6775 4.1196  -0.717
O -1.3833 -2.2639 0.6829  -0.636
O -3.0657 5.2873 -2.3928  -0.424
O -1.9852 5.1190 2.0629  -0.431
N 1.4458 1.2928 -2.9303  0.405
N 1.0852 0.0664 -1.0741  0.422
N -0.9149 -3.3620 4.4760  0.083
N 0.0065 -3.1078 2.3026  0.010
C 2.8356 -6.5962 1.4752  -0.794
C 3.3994 -6.1066 -0.8266  -0.693
C 0.7113 2.1161 -2.1251  -0.007
C 2.1953 -4.4187 0.5180  0.703
C -2.1744 -3.3474 3.9660  0.203
C -2.8934 4.4097 -1.3707  0.894
C 0.9472 -1.0873 -3.2727  -1.508
C -1.7576 3.0305 0.7812  -0.465
C -2.3648 -3.1468 2.6435  -1.155
C -0.6600 -3.5670 5.8899  -0.873
C -2.2151 4.3396 0.9731  0.532
C 1.5469 -3.1572 0.6607  -0.727
C 0.3392 1.3139 -0.8750  0.155
C -2.9315 4.7957 -3.7422  -0.789
C 2.7977 -4.8552 -0.7148  -0.430
C 3.1992 -0.3277 -2.3638  -1.721
C -1.1773 1.1084 -0.7343  -0.692
C 3.4044 -6.9969 0.2558  -0.328
C 1.9152 1.7349 -4.2242  -1.018
C -2.8833 4.9977 -0.0856  0.675
C 1.0810 -0.8933 -0.1369  0.267
C -1.8703 2.4232 -0.4707  -0.131
C -1.2385 -2.8045 1.7938  0.556
C 2.2884 -5.3287 1.6103  -0.182
C 1.5875 -2.1829 -0.3095  0.412
C -2.3021 7.3379 -0.1338  -0.565
C -1.4639 4.5022 3.2570  -0.873
C 1.6883 -0.0482 -2.4167  0.217
C -2.5583 3.0601 -1.5013  -0.879
C 0.2106 -3.3910 3.6336  0.302
H 2.8281 -7.2766 2.3279  0.384
H 1.5868 1.0425 -5.0085  0.346
H 3.7116 0.5428 -1.9333  0.414
H 1.5103 2.7298 -4.4245  0.344
H -2.9779 -3.4932 4.6904  0.322
H 0.6056 -0.6143 0.8082  0.733
H 0.7268 1.8470 0.0137  0.381
H 3.8473 -7.9876 0.1536  0.366
H -1.5204 5.2842 4.0146  0.247
H 2.0292 -2.4093 -1.2828  -0.501
H -2.0743 3.6381 3.5566  0.344
H 0.9612 -2.0761 -2.8081  0.400
H -3.6450 3.9814 -3.9317  0.332
H 3.0115 1.7826 -4.2450  0.291
H 3.8646 -6.3958 -1.7718  0.365
H -0.0777 -2.7324 6.2945  0.295
H 2.7774 -4.1954 -1.5854  0.209
H -0.4206 4.1891 3.1096  0.324
H -3.1644 5.6563 -4.3699  0.261
H -1.9050 4.4483 -3.9298  0.278
H -1.5473 0.6676 -1.6767  0.284
H -1.9030 7.2750 -1.1520  0.210
H -2.8551 8.2649 0.0129  0.266
H -1.3647 0.3824 0.0710  0.357
H 3.5716 -0.5036 -3.3808  0.443
H 1.4306 -1.1541 -4.2558  0.483
H -1.6153 -3.6268 6.4132  0.288
H -1.5063 7.2337 0.6111  0.221
H -3.3532 -3.0805 2.2160  0.408
H -0.0882 -4.4850 6.0555  0.292
H -2.7084 2.5476 -2.4565  0.257
H -0.1006 -0.7798 -3.4000  0.325
H 0.9750 -2.8576 1.7345  0.192
H 1.9216 -4.9914 2.5815  0.486
H -1.2602 2.4970 1.5989  0.410
H 3.4289 -1.2007 -1.7511  0.404



5.
10 unconnected molecules or ions with the total composition C38H104N8O10. Source: the Open Molecules 2025 dataset; level of theory: ωB97M-V/def2-TZVPD.

The charge is 0. Its orbital gap is 9.60 eV.

Last column: Mulliken charge in e.
Cartesian coordinates (Å):
O -3.8129 3.4507 -1.0999  -0.431
O 1.7832 0.9289 4.7536  -0.074
O 5.9486 2.3878 1.0388  -0.412
O 3.8307 -3.2057 -1.8059  0.166
O -0.0396 0.7416 0.5226  -0.032
O -3.6780 -1.5511 -6.6959  -0.346
O -1.6051 2.8658 6.9610  -0.555
O -2.4566 -4.6934 -0.2483  -0.498
O 1.7037 4.3079 -3.3868  -0.462
O -2.1223 -1.4333 3.4506  0.046
N 5.6216 -0.7122 -1.0509  -0.634
N -2.3602 5.2649 -3.8825  -0.671
N 2.4111 4.4028 5.4184  -0.648
N 2.1560 -2.2034 -3.7531  -0.568
N -0.8936 -1.5137 -5.5094  -0.505
N -2.4722 -5.0939 4.5732  -0.698
N 2.2580 0.7317 -2.8006  -0.116
N -0.8886 -1.3625 -0.8244  0.144
C 0.8020 -2.8298 0.2169  -1.273
C 2.0982 -3.6237 -3.4838  1.415
C 3.4791 -4.0029 -2.8978  -1.222
C -4.2986 -4.8214 1.3628  -0.794
C 1.5055 2.9048 -3.4763  -0.640
C 3.7858 3.0726 3.8313  -0.636
C -3.8822 -4.7368 -0.0946  0.550
C 4.9060 -0.2874 1.3121  -0.784
C 6.3350 1.3361 0.1621  -1.174
C -1.7956 -2.8053 3.6045  -0.050
C -2.7345 -3.1417 5.9449  -1.548
C 1.3334 4.8894 -2.1670  -0.111
C 0.7604 1.8853 0.9183  -0.525
C -3.2462 -1.1476 2.6436  -0.678
C -3.3329 4.4665 -3.1117  0.208
C 4.7625 -3.8147 -0.9900  -0.933
C -2.8336 -1.7717 -3.9742  -0.831
C -2.0953 2.9300 5.6444  0.909
C -1.6965 4.2287 4.9898  -1.324
C -2.7690 -3.6436 4.4604  0.402
C -3.8538 3.1898 -3.7765  -1.327
C -2.7757 4.1244 -1.7593  0.063
C -5.0574 -1.7518 -6.5748  -0.717
C 2.5582 2.1235 -2.7271  2.303
C 5.2120 0.3548 -0.0490  2.652
C -4.6687 -3.6846 -0.8962  -1.266
C -2.9895 -2.6269 -6.2336  -0.970
C 3.9351 2.4657 -3.3075  -1.804
C 5.0137 3.3413 0.4692  -0.565
C -3.6524 2.8505 5.6712  -1.529
C -2.0049 -2.3630 -5.1040  0.686
C 0.8025 -0.4105 0.6665  -0.503
C 1.2853 -0.0535 5.5951  -0.803
C -0.0629 -1.5678 0.3202  1.535
C 1.6356 -4.4042 -4.6239  -1.346
C 2.4125 3.3130 4.5200  0.793
C 2.0201 2.1366 5.4218  -1.090
C -3.4226 2.6941 0.0235  -0.320
H 4.4895 -4.8352 -0.6539  0.364
H 0.0351 2.6713 1.1290  0.415
H -2.7107 5.6150 -4.7814  0.304
H 0.3091 4.5190 -1.8745  -0.051
H 3.1598 4.2623 6.1060  0.296
H 4.3422 0.9411 -0.4036  -0.970
H -4.0885 1.9689 6.0444  0.391
H 4.5032 0.4670 1.9708  -0.336
H -1.6380 -3.2476 2.6234  -0.091
H 2.3795 0.3624 -3.7453  0.378
H 0.2172 -3.6509 -0.1783  0.221
H 5.1487 3.3567 -0.5992  0.329
H 4.3431 -4.0091 -3.6823  0.311
H -5.3659 -5.0048 1.4934  0.459
H 3.8319 2.1886 3.1666  -0.468
H -0.7379 -1.6734 1.1568  -1.318
H 4.7687 -1.2569 -1.2014  -0.241
H -4.3088 -3.5588 -1.8991  0.177
H -3.1778 -1.4618 1.6321  0.088
H -4.0156 -3.8331 1.7611  -0.159
H 5.2394 4.2156 0.9984  0.510
H 0.2522 0.1587 5.9685  0.249
H 1.2058 -0.4810 1.6980  0.322
H -4.4319 3.3609 -4.6874  0.400
H -2.2767 -1.3341 -3.0913  0.031
H 1.8794 -0.1430 6.4966  0.379
H 3.8778 2.0233 -4.3249  0.456
H 4.2023 -1.0645 1.0920  0.242
H 2.1183 4.8074 -1.3608  0.086
H -4.1177 3.1016 4.7215  0.325
H -1.6392 -5.1517 5.1497  0.349
H 7.2024 0.8312 0.5761  0.358
H 1.5592 -0.3069 -0.0572  -0.002
H -2.7627 1.8678 -0.2786  -0.031
H -2.3769 -3.0451 -7.0428  0.379
H -2.1785 -5.3831 3.5912  0.267
H 1.1421 -3.1310 1.2309  0.522
H 5.8278 -0.7574 1.7326  0.329
H -4.2530 2.2790 0.4916  0.382
H 4.9968 -3.2000 -0.1014  0.220
H 1.3950 -3.8041 -2.6697  -0.349
H -1.6395 3.7403 7.3905  0.336
H 4.7941 2.0585 -2.7787  0.244
H 1.4627 2.1577 0.1198  -0.236
H -3.4010 -3.7219 6.5861  0.376
H 1.6608 -2.6566 -0.4571  0.119
H -5.5198 -0.9767 -7.1610  0.266
H -3.6510 -3.4293 -5.8786  0.490
H -5.4220 -1.6731 -5.5601  0.313
H -1.5741 4.6522 -4.1688  0.182
H 1.2835 5.9326 -2.3807  0.305
H -1.7762 4.1943 3.8859  0.203
H 1.2806 -0.9485 5.0398  0.199
H -1.8816 3.4794 -1.8621  -0.355
H -3.7912 -5.5802 1.8893  0.302
H -1.3323 -0.6350 -5.8275  0.283
H -0.7861 -2.7967 4.1090  0.104
H -5.7276 -3.9258 -0.7989  0.457
H -4.1960 5.0479 -2.8807  0.367
H 6.6175 1.7475 -0.8015  0.417
H 2.3694 -1.6399 -2.9745  0.125
H 4.0248 3.0238 0.7007  -0.041
H 1.2499 1.7925 1.8788  0.330
H 2.5779 5.3249 4.9862  0.279
H -2.9594 -2.0854 6.0615  0.300
H -3.4480 -2.5826 -3.5553  -0.014
H 5.7247 -0.1917 -1.9197  0.423
H 4.1316 3.5264 -3.3190  0.403
H -2.3529 5.0744 5.3729  0.365
H -4.5856 -2.6612 -0.5090  0.295
H -0.4729 -1.9308 -6.3007  0.280
H 1.6289 3.4478 3.7853  0.105
H -4.1913 -5.7053 -0.5659  0.234
H 2.6380 2.4077 -1.6755  -1.664
H 3.4123 -5.1074 -2.5661  0.381
H 1.4452 -5.4518 -4.2881  0.377
H -3.0110 2.5178 -3.8358  0.209
H -1.7229 -3.3763 6.2902  0.394
H 0.5120 2.6036 -3.0482  0.160
H 1.2458 -1.8522 -4.0944  0.223
H 2.8722 2.0199 6.1189  0.311
H -0.2200 -1.2912 -1.6564  0.195
H -1.5688 2.1313 5.1235  0.022
H -2.1896 -3.7654 -0.4368  0.184
H -3.3742 -0.0620 2.6018  0.160
H 2.3780 -4.3942 -5.3918  0.422
H 1.1192 2.4477 5.9271  0.513
H -3.9498 3.5351 6.4440  0.433
H 0.6735 -3.9643 -5.0109  0.132
H -4.1921 -1.5911 2.9755  0.362
H -2.7966 3.3168 0.7012  0.275
H -3.8192 -3.5529 4.1231  0.233
H -3.4689 -0.9521 -4.3913  0.234
H 2.9665 0.2133 -2.2312  -0.087
H -0.6971 4.5072 5.1322  0.419
H -2.4976 5.0200 -1.1674  0.368
H 3.9914 3.9422 3.1687  0.259
H 1.4974 2.5905 -4.5297  0.456
H -1.3183 -0.4586 -0.8449  0.066
H 4.5487 2.9568 4.5942  0.355
H 5.6775 -3.9227 -1.6205  0.367
H -4.5657 2.7418 -3.1253  0.405
H -1.5481 -3.3399 -4.7446  0.067
H -5.3363 -2.7247 -7.0369  0.326



For the records above, the corresponding relative energy (zero: lowest compared OMol25 entry of this formula, charge and spin) values read 0.0 7.0 34.2 83.1 19.0 kcal per mole.
For the records above, the corresponding E_tot values read -552.21608 -1425.63886 -270.50331 -1835.10360 -2700.42617 hartree.
For the records above, the corresponding F_max values read 0.79 4.92 3.82 6.34 3.45 eV/Å.